No. 1
# C43H96N10O6

8 unconnected molecules or ions with the total composition C43H96N10O6 in a non-equilibrium geometry (the ωB97M-V functional and the def2-TZVPD basis, the Open Molecules 2025 dataset).

Structure (XYZ):
```
155
Properties=species:S:1:pos:R:3:forces:R:3:mulliken_charge:R:1
O 1.2359 0.9066 -1.3560 1.6667 0.2661 -1.9461 -0.447
C 0.5919 0.7715 -0.2273 -1.4480 0.2818 2.3944 0.774
O 0.8622 1.4675 0.7357 1.2873 2.1097 1.6869 -0.472
O -0.3093 -0.0692 -0.2361 -2.0496 -2.3772 -0.2719 -0.828
H 0.9003 0.0832 -1.7180 0.2506 -0.3000 -1.4825 -0.134
C 1.3983 -2.2775 -2.9464 1.0707 -0.8034 1.2896 -1.389
C 2.3467 -2.3709 -1.6680 -0.2202 -0.7464 -0.7820 1.154
C 3.3215 -3.5604 -1.8500 0.1435 -1.1054 -0.2758 -1.578
N 4.3602 -3.8694 -0.7685 -1.0174 -0.0668 1.0911 -0.039
C 5.0321 -5.2005 -1.1292 0.2308 -0.3675 -0.9819 -0.557
C 5.9196 -5.1302 -2.3686 0.9683 1.6584 -1.0752 -0.684
C 6.9370 -3.9476 -2.2541 0.4305 -0.7028 0.8080 -1.063
C 6.2833 -2.6258 -1.8048 0.9599 -0.3657 0.7820 -0.550
C 5.3975 -2.7632 -0.5813 -1.4332 -0.8443 0.4900 -0.510
C 3.5835 -4.2121 0.5443 1.0619 0.3401 -0.8466 -1.066
H 2.0853 -2.3197 -3.7916 -0.6079 0.3274 -0.3987 0.431
H 0.6765 -1.4607 -2.9476 0.5591 0.4534 -0.0295 0.278
H 0.7292 -3.1379 -2.9528 0.3224 -0.3491 -0.1429 0.406
H 1.7070 -2.5357 -0.8010 0.1863 0.2072 0.2188 -0.146
H 2.9603 -1.4778 -1.5503 -0.2817 0.2353 0.0354 -0.074
H 3.8318 -3.5874 -2.8128 0.2968 0.8446 0.0994 0.569
H 2.8574 -4.5439 -1.9250 -0.9244 0.2185 0.1779 0.481
H 4.2063 -5.9001 -1.2587 0.0773 -0.0729 -0.0578 0.520
H 5.6403 -5.5815 -0.3088 -0.1217 0.5112 0.3410 0.446
H 5.4322 -4.9378 -3.3244 -0.8555 -0.1489 0.1900 0.275
H 6.4487 -6.0561 -2.5941 -0.0599 -0.1636 0.6574 0.507
H 7.5772 -3.7683 -3.1179 -0.8173 -0.0584 -0.6935 0.456
H 7.7649 -4.2325 -1.6049 -0.3333 -0.0163 0.8876 0.387
H 5.8427 -2.1463 -2.6789 -0.2499 0.3106 0.3573 0.289
H 7.0901 -2.0388 -1.3658 0.1554 0.5615 -0.7190 0.476
H 4.8220 -1.9125 -0.2162 -0.1552 0.5435 -0.8769 0.470
H 5.8949 -2.9809 0.3638 0.7465 -0.6816 -0.3805 0.442
H 2.9780 -3.4135 0.9731 0.1804 0.3475 -0.5581 0.302
H 4.3576 -4.4600 1.2705 -0.2267 -0.3449 -0.0150 0.511
H 2.9363 -5.0483 0.2800 0.1990 -0.0416 0.2890 0.407
C -1.9712 1.6509 -6.2123 -0.9659 -0.7585 -0.1636 -0.969
N -2.2649 0.4348 -5.2687 -0.4190 1.3230 0.2564 0.157
C -1.3922 -0.6772 -5.7496 0.8830 0.5649 0.1164 -1.057
C -1.9507 0.9352 -3.8153 0.3780 -0.5980 -1.5187 -1.351
C -3.7691 -0.0071 -5.3243 0.9034 0.1781 0.3841 -0.497
C -4.0512 -1.4802 -4.9792 -0.7848 -2.0690 0.7320 -0.707
O -3.5827 -1.9635 -3.7122 1.6212 1.9056 1.4990 -0.406
H -2.1816 1.3447 -7.2370 0.3635 -0.3912 0.0178 0.460
H -0.9320 1.9622 -6.1066 -0.1729 -0.1761 0.1424 0.386
H -2.6629 2.4853 -6.0965 0.0088 -0.1131 0.7813 0.379
H -1.6962 -0.9363 -6.7637 -0.6262 -0.7314 0.4293 0.421
H -1.3154 -1.4190 -4.9547 -0.4370 -0.3899 -0.5819 0.381
H -0.3827 -0.3302 -5.9703 0.1036 0.4858 0.5422 0.415
H -0.8879 1.1720 -3.8640 -0.0333 0.0707 0.3235 0.524
H -2.1583 0.1907 -3.0467 -0.0453 -0.2547 -0.4095 0.400
H -2.5358 1.8342 -3.6212 0.0047 -0.0942 -0.2683 0.472
H -4.1401 0.2072 -6.3266 0.1322 -0.2943 -0.1018 0.411
H -4.2302 0.7384 -4.6764 -0.3645 -0.4567 0.1809 0.397
H -3.7090 -2.2484 -5.6725 0.2026 0.7962 -0.8573 0.420
H -5.1143 -1.6928 -4.8665 -0.4184 0.9869 -0.9413 0.516
H -3.7073 -2.8875 -3.4831 -0.4470 -0.0438 -0.9804 0.257
C -1.9303 -5.3146 0.9482 -1.7291 -0.0134 1.1491 -0.769
N -3.4212 -4.8101 0.9560 0.0758 0.6619 0.2209 0.133
C -4.3561 -5.8904 0.4697 0.2746 0.4918 -0.8872 -0.845
C -3.8955 -4.4119 2.3296 1.3482 -0.6243 0.6485 -0.659
C -3.5905 -3.4940 0.1582 1.6115 -0.6081 -1.3110 -0.994
C -3.0436 -2.1621 0.7271 -0.9761 -1.2494 1.6139 0.012
O -1.6838 -2.2159 1.1626 -1.2194 -0.1042 -0.7231 0.554
H -1.9517 -6.3506 1.2862 -0.1664 0.0825 0.2881 0.382
H -1.4736 -4.6815 1.7089 0.5743 -0.1417 -0.5899 0.261
H -1.4738 -5.3675 -0.0402 -0.3369 0.7525 0.0061 0.349
H -5.2788 -5.3386 0.2900 -0.3333 -0.8078 0.1857 0.371
H -4.3961 -6.7257 1.1687 -0.2531 0.4507 0.3315 0.394
H -4.0010 -6.3375 -0.4588 0.0880 0.3871 -0.1701 0.378
H -3.9517 -5.2843 2.9806 -0.0069 -0.0029 -0.1165 0.393
H -4.8567 -3.8980 2.3343 0.0635 -0.1729 -0.4470 0.328
H -3.0992 -3.7574 2.6842 -0.3146 0.0676 0.4036 0.161
H -4.6384 -3.3888 -0.1226 0.0355 -0.0495 0.1822 0.353
H -2.9883 -3.6991 -0.7269 -0.3231 0.0620 -0.3921 0.442
H -3.6479 -1.9511 1.6094 -0.0975 0.1529 0.2200 -0.059
H -3.3456 -1.3661 0.0464 0.6798 -0.0787 -0.4901 0.490
H -1.2474 -1.4899 0.7110 0.8719 0.6503 -0.3952 -0.167
C 5.6712 4.4173 -0.1130 0.1780 -1.1997 0.0231 -0.712
N 4.3110 3.9094 -0.5245 -0.2725 1.2307 0.3848 -0.113
C 3.2515 4.0688 0.6042 0.8557 -1.4454 -1.7738 -1.328
C 3.9564 4.8411 -1.6547 -0.9462 0.3720 0.5271 -0.883
C 4.3281 2.4886 -1.1042 -0.5190 -0.5091 0.7651 -0.717
C 4.2740 1.2727 -0.0941 0.5213 -0.2103 0.9418 1.346
O 5.4399 1.2324 0.7428 0.3325 1.6078 -0.6059 -0.627
H 6.2292 4.3991 -1.0491 0.5280 -0.2307 0.4547 0.403
H 6.0068 3.6880 0.6243 0.5394 0.3622 -0.0661 0.305
H 5.6906 5.4471 0.2437 -0.5350 -0.1705 0.1577 0.373
H 3.1206 5.1164 0.8753 0.2398 -0.2381 0.0032 0.502
H 3.5386 3.3801 1.3987 0.1317 0.5218 0.1889 0.463
H 2.3902 3.6099 0.1187 -0.4879 0.3290 0.3768 0.544
H 3.7201 5.7963 -1.1856 0.7217 0.2582 -0.1816 0.437
H 3.0018 4.6037 -2.1243 0.2284 -0.6596 -0.1940 0.343
H 4.7946 4.8781 -2.3504 -0.3756 0.1409 -0.0449 0.373
H 5.1500 2.4035 -1.8151 0.2543 0.1562 0.3459 0.458
H 3.4205 2.5608 -1.7037 -0.1055 -0.9377 0.1000 0.351
H 4.2352 0.2774 -0.5368 -0.1463 0.3976 -1.2658 -0.611
H 3.3717 1.2668 0.5174 -0.2570 0.6527 -0.0225 -0.379
H 5.5124 0.5587 1.4228 -0.5618 -0.2325 -0.1958 0.346
C -5.6986 5.2117 0.7786 0.8134 -0.7717 -0.7227 -1.000
C -6.2922 3.7907 1.1293 -0.4766 1.0755 0.1324 -0.506
N -5.2822 2.7570 1.4934 1.7687 -1.8325 2.2551 0.284
C -4.0106 2.5907 0.9511 0.2410 -2.0758 0.5247 -1.981
C -3.3580 1.5249 1.6262 -1.9974 1.5667 -0.3297 -0.690
N -4.2250 1.1482 2.6297 -1.2310 -0.1065 0.2513 0.494
C -5.3778 1.8411 2.5630 0.7418 2.1226 -2.5873 -0.173
C -3.9493 0.1541 3.6999 0.0756 0.4296 0.1512 -1.026
H -5.1275 5.6999 1.5683 -0.6443 -0.2976 0.5696 0.295
H -6.3575 5.9521 0.3250 -0.8289 -0.4323 0.5971 0.453
H -4.9452 5.1915 -0.0089 0.0864 -0.7500 -0.2811 0.199
H -6.9512 3.3272 0.3951 0.3764 0.3917 -0.5862 0.390
H -6.9737 3.8943 1.9736 0.3019 0.0229 0.3058 0.368
H -3.7044 3.0913 0.0444 -0.0573 0.1286 0.2521 0.729
H -2.4696 0.9207 1.5164 0.3242 0.5914 -0.3901 1.366
H -6.2814 1.7813 3.1516 0.2518 -0.2300 0.3201 0.496
H -4.3147 -0.8493 3.4815 -0.1729 0.2582 -0.2300 0.288
H -4.4136 0.5316 4.6110 -0.0237 -0.2000 -0.0389 0.439
H -2.8746 0.1060 3.8755 -0.0467 0.1199 -0.1804 0.354
C 1.2434 -3.6006 3.6774 1.1527 1.0151 0.1264 -1.333
C 0.4570 -2.3626 3.3195 -2.0305 0.1847 -0.4093 0.301
N 0.7190 -1.1816 4.1234 1.3038 1.8684 -0.5497 0.428
C 0.0897 -0.7575 5.2564 1.3785 0.8500 0.4940 -0.251
C 0.7308 0.4198 5.6035 -2.5586 -0.7215 1.2488 -0.812
N 1.5401 0.7998 4.6018 1.0149 -1.5545 0.1626 0.159
C 1.5866 -0.1844 3.7188 -1.4727 -1.6119 -0.0771 -0.395
C 2.1089 2.1185 4.4478 0.1333 -0.2113 -0.7450 -0.471
H 2.2592 -3.2390 3.5182 0.5109 -0.7589 -0.0654 0.406
H 1.0389 -4.4843 3.0728 -0.1143 0.2617 -0.0446 0.323
H 1.2110 -3.8559 4.7366 -0.3946 -0.0070 -0.0481 0.397
H -0.6214 -2.5052 3.3896 -0.0560 -0.2068 0.1838 -0.003
H 0.5381 -1.9526 2.3128 0.5102 -0.7522 -0.3387 -0.161
H -0.7449 -1.2552 5.7276 0.4071 -0.2668 0.1282 0.609
H 0.5237 0.9801 6.5033 0.2572 0.3136 -0.2053 0.514
H 1.9868 -0.1545 2.7162 0.2599 0.1082 0.2142 0.520
H 2.8081 2.4119 5.2308 -0.6158 -0.0080 0.3679 0.349
H 1.1719 2.6629 4.3309 0.8168 1.1651 0.0446 0.156
H 2.7128 2.0726 3.5416 -0.3229 0.3545 -0.1804 0.149
C -2.6432 4.0905 4.0109 -0.9442 3.1327 1.0537 -0.943
C -1.4245 4.9387 3.3996 0.3346 -3.2001 3.7873 -0.561
N -1.5283 4.9594 2.0364 1.3869 -3.0268 -5.0752 0.459
C -2.3989 5.7322 1.3802 0.0196 0.9248 -2.3429 -0.456
C -2.2104 5.5397 -0.0210 0.4960 0.1037 1.7977 -0.725
N -1.2668 4.5593 -0.1407 0.0054 -0.9330 2.2726 0.382
C -0.9309 4.0848 1.1322 -0.1617 2.9712 -1.9711 -0.637
C -0.6533 4.0904 -1.4082 -0.0003 0.1380 0.0519 -0.719
H -3.4217 3.6463 3.3907 0.8510 -0.1671 -0.7310 0.152
H -3.1938 4.9528 4.3870 -0.7196 -0.1448 0.5324 0.448
H -2.5281 3.5101 4.9263 0.8426 -0.1262 -0.3179 0.517
H -0.5819 4.3429 3.7505 0.5384 0.1397 -0.7473 -0.201
H -1.1688 5.9308 3.7716 -1.0118 0.0844 0.2858 0.566
H -3.0034 6.3474 2.0303 -0.2097 0.4595 -0.7307 0.797
H -2.4631 6.0337 -0.9476 -0.7227 0.3350 0.4572 0.612
H -0.0808 3.4188 1.1490 -0.0636 -0.4153 0.9752 0.355
H 0.3261 4.5376 -1.5778 0.0856 -0.0345 0.5032 0.360
H -1.2189 4.4271 -2.2770 -0.4573 -0.0890 0.3257 0.389
H -0.5684 3.0037 -1.4021 -0.0207 0.1123 0.0631 0.108
```
Positions in Å, forces in eV/Å.

## Properties
HOMO-LUMO gap	9.597	eV
lowest unoccupied orbital energy	-11.934	eV
total charge	+6
electronic energy	-2692.52962	Eh


No. 2
# C19H39O3P3Sn

A molecular structure, C19H39O3P3Sn in a non-equilibrium geometry (the ωB97M-V functional and the def2-TZVPD basis, the Open Molecules 2025 dataset).

Structure (XYZ):
```
65
Properties=species:S:1:pos:R:3:forces:R:3:nbo_charge:R:1
P -2.9234 1.2535 0.8439 -1.0638 0.7151 0.5872 1.000
C -3.0940 3.0189 1.2151 0.4936 0.1225 -0.0507 -0.943
H -4.1147 3.1993 1.5743 0.1906 0.0441 -0.0922 0.284
H -2.9062 3.6156 0.3141 -0.0353 -0.0201 0.2639 0.258
H -2.3746 3.2914 1.9974 -0.2233 0.1163 -0.1457 0.270
C -4.0125 1.0362 -0.5990 0.4768 -0.1671 -0.6165 -0.940
H -4.2391 -0.0232 -0.7697 -0.0848 0.2100 0.0275 0.223
H -3.5235 1.4419 -1.4933 -0.2760 -0.0431 0.0675 0.248
H -4.9458 1.5825 -0.4180 0.1043 -0.1066 -0.0298 0.296
C -3.9528 0.5118 2.1435 0.4195 -0.3733 0.2349 -0.946
H -4.9401 0.9940 2.1119 0.1961 -0.2290 0.0661 0.286
H -3.4871 0.6863 3.1230 -0.2605 -0.0963 -0.1547 0.271
H -4.0531 -0.5721 1.9748 -0.1343 0.3187 0.2049 0.227
P 1.6237 -1.4284 2.7959 1.2568 -1.4418 1.4296 1.046
C 2.5439 -0.4150 4.0067 -0.3811 1.0140 -0.6236 -0.932
H 3.1193 -1.0731 4.6692 -0.1727 -0.0378 -0.1875 0.288
H 1.8390 0.1913 4.5878 0.2469 -0.0819 -0.0413 0.275
H 3.2228 0.2534 3.4609 -0.0685 -0.1005 0.3077 0.270
C 0.6127 -2.4573 3.9222 -0.8017 0.3903 -0.5355 -0.947
H 0.1704 -3.3047 3.3858 0.1040 0.0251 0.2219 0.223
H -0.1983 -1.8342 4.3210 0.1388 -0.2629 0.1319 0.263
H 1.2425 -2.8154 4.7437 -0.0441 0.0415 -0.1203 0.298
C 2.9376 -2.6040 2.3137 -0.1303 0.2431 -0.8425 -0.948
H 3.3644 -3.0701 3.2109 -0.1073 0.0732 -0.1727 0.292
H 3.7182 -2.0461 1.7784 -0.0462 -0.2658 0.1760 0.262
H 2.5337 -3.3714 1.6395 0.2431 0.0171 0.2191 0.219
P 2.2144 0.1764 -2.7220 -0.0522 0.2878 -0.4929 1.501
C 3.3233 1.5564 -2.9093 0.3349 0.3487 0.2018 -0.985
H 3.5851 1.6069 -3.9853 -0.0914 -0.0128 0.3828 0.322
H 4.2464 1.3985 -2.3221 -0.3564 0.0727 -0.2522 0.312
H 2.8389 2.5044 -2.6064 0.1575 -0.4827 -0.1302 0.310
C 2.9559 -1.3756 -3.1812 0.2233 -0.3145 0.2399 -0.978
H 3.4030 -1.2057 -4.1745 -0.0492 -0.2734 0.2234 0.324
H 2.1982 -2.1775 -3.2340 0.3795 0.3592 -0.1011 0.259
H 3.7439 -1.6481 -2.4551 -0.2041 0.0787 -0.4446 0.301
C 0.7034 0.4327 -3.6246 -0.4970 0.1787 -0.2302 -0.987
H 0.9772 0.4557 -4.6998 -0.2394 -0.0071 0.4370 0.321
H 0.2500 1.3950 -3.3272 0.2692 -0.3137 -0.1432 0.319
H -0.0283 -0.3765 -3.4472 0.4228 0.3320 -0.1842 0.239
Sn -0.4571 -1.4046 -0.0863 2.9002 4.8328 2.6351 1.281
C -0.5897 0.5567 1.5330 1.0501 2.7637 1.7436 0.369
O -0.0137 1.3098 2.2204 -1.9536 -2.4794 -2.1178 -0.431
C 1.6785 -0.0846 -0.9506 1.8516 2.7945 3.5116 0.186
O 2.1338 0.4898 0.0198 -1.7512 -2.4714 -3.5298 -0.348
C 0.0544 -3.5018 -1.1494 -0.0900 -1.1269 -0.6686 -0.222
C -0.7862 -2.7807 -2.0159 -0.2290 -1.0564 -0.8644 -0.261
C -2.0417 -2.3229 -1.5630 -0.6630 -0.5708 -0.8073 -0.189
C -2.4952 -2.6693 -0.2712 -0.7662 -0.5201 0.1393 -0.239
C -1.6451 -3.3726 0.6059 -0.5916 -0.9709 0.0491 -0.218
C -0.3505 -3.7502 0.1793 -0.3000 -1.3420 -0.1826 -0.237
H 1.0155 -3.8775 -1.5095 -0.2186 0.1434 0.1924 0.310
H -0.4722 -2.5764 -3.0449 -0.1400 -0.0907 0.3837 0.301
H -2.6808 -1.7279 -2.2182 0.1173 -0.1895 0.0987 0.303
H -3.5013 -2.3740 0.0470 0.3665 -0.0879 -0.0611 0.318
H -1.9866 -3.6363 1.6092 0.0971 0.1255 -0.2018 0.322
H 0.3015 -4.2981 0.8589 -0.0747 0.1404 -0.1142 0.318
C 0.4788 4.9902 -1.2531 -0.0975 -0.2259 -0.1275 -0.651
C 0.5911 3.6860 -0.4897 0.2049 0.0792 0.4787 -0.066
O -0.0394 2.5454 -1.1373 -0.5880 -0.0917 -0.3236 -0.788
H 0.8957 4.9066 -2.2612 -0.0741 -0.0050 0.0891 0.220
H 1.0381 5.7684 -0.7302 -0.0695 -0.0560 0.0180 0.267
H -0.5617 5.3228 -1.3266 0.1120 -0.0122 -0.0203 0.225
H 1.6369 3.3912 -0.3683 -0.0559 0.0342 0.0059 0.174
H 0.1624 3.7776 0.5183 0.1128 0.0710 -0.1804 0.176
H -0.9400 2.8283 -1.3816 0.5123 -0.0460 0.0232 0.478
```
Positions in Å, forces in eV/Å.

## Properties
HOMO-LUMO gap (spin up / spin down)	3.130 / 5.320	eV
lowest unoccupied orbital energy (spin up / spin down)	-15.616 / -14.509	eV
total charge	+4
electronic energy	-2209.70353	Eh